## i
The following is a quantum chemistry calculation of an isolated ion of composition C4H7N2S and charge +1, from the OMol25 dataset.

**E_HOMO**: -13.0 eV
**Total charge**: +1
**SMILES string**: C=N/C=[NH+]/C(C)=S
**E_LUMO**: -5.7 eV

CARTESIAN COORDINATES (ANGSTROEM)
S -3.244 1.124 0.049
N 1.552 1.225 -0.298
N -0.725 0.781 0.059
C -1.937 0.175 -0.014
C 0.492 0.290 -0.172
C 2.638 1.648 0.186
C -2.004 -1.296 -0.229
H -0.542 1.740 0.512
H -3.094 -1.646 -0.277
H 0.872 -0.799 -0.435
H -1.566 -1.494 -1.280
H -1.481 -1.867 0.576
H 3.223 2.404 -0.312
H 2.955 1.181 1.037

## ii
The following is a quantum chemistry calculation of an isolated ion of composition C4H7N2S and charge +1, from the OMol25 dataset.

**E_HOMO**: -13.0 eV
**Total charge**: +1
**SMILES string**: SN1C=[NH+]C=CC1
**E_LUMO**: -4.5 eV

CARTESIAN COORDINATES (ANGSTROEM)
S 1.230 1.379 -1.981
N 0.670 -0.096 1.548
N 0.424 0.659 -0.643
C -1.001 -1.190 0.061
C 1.016 0.677 0.534
C -0.249 -1.107 1.415
C -0.826 -0.079 -0.905
H 1.166 -0.008 2.428
H 1.870 1.334 0.644
H -0.393 -1.832 2.185
H -0.792 -0.471 -1.927
H -1.633 -2.031 -0.133
H 0.183 2.134 -2.380
H -1.666 0.631 -0.847

Most stable to least stable, the ends of the list are ii and i.

## i
The following is a quantum chemistry calculation of an isolated ion of composition C4H7N2S and charge +1, from the OMol25 dataset.

**E_HOMO**: -13.5 eV
**Total charge**: +1
**E_LUMO**: -3.8 eV

CARTESIAN COORDINATES (ANGSTROEM)
S -0.425 -1.990 0.409
N -0.596 -0.364 0.013
N 0.628 1.590 -0.452
C 1.663 -0.577 0.021
C 1.266 -1.841 0.333
C 0.558 0.296 -0.153
C -2.028 0.320 0.110
H -0.196 2.164 -0.528
H 1.896 -2.688 0.524
H -2.167 0.928 -0.777
H -2.748 -0.491 0.127
H 1.524 2.025 -0.591
H -2.061 0.902 1.024
H 2.688 -0.275 -0.058

## ii
The following is a quantum chemistry calculation of C4H7N2S as an isolated structure, from the OMol25 dataset.

**E_HOMO (alpha / beta)**: -12.9 / -12.9 eV
**Total charge**: +1
**E_LUMO (alpha / beta)**: -7.4 / -7.4 eV

CARTESIAN COORDINATES (ANGSTROEM)
S 2.672 0.890 1.387
N 0.360 -0.897 -0.331
N -0.617 0.840 0.084
C 0.959 -2.253 -0.468
C -0.919 -0.301 -0.593
C -1.015 2.106 0.531
C 0.622 0.170 0.386
H -0.673 2.922 -0.029
H -2.132 2.223 0.306
H 1.797 -2.233 0.186
H 1.158 -2.355 -1.528
H -1.632 -0.591 -1.294
H -0.795 2.375 1.500
H 0.213 -2.896 -0.136

Most stable to least stable, the ends of the list are i and ii.

## i
The following is a quantum chemistry calculation of C17H12Cl4IrO9 as an isolated structure, from the OMol25 dataset.

**E_HOMO**: -5.5 eV
**Total charge**: -1
**E_LUMO**: 2.2 eV

CARTESIAN COORDINATES (ANGSTROEM)
Ir -0.851 0.182 0.390
Cl -0.193 -4.719 -2.311
Cl 2.399 -3.332 5.857
Cl -1.429 -2.275 -3.198
Cl 1.293 -2.243 -2.216
O -0.083 0.683 -1.461
O -1.480 -1.650 -0.374
O -2.630 1.038 -0.096
O -0.583 4.115 1.089
O -0.419 -3.508 0.308
O -1.683 -0.275 2.152
O 0.917 -0.681 0.862
O -0.252 1.919 1.230
O -3.748 2.806 -0.843
C 0.277 -1.301 3.098
C -1.050 1.212 -2.421
C -0.768 -2.694 -0.516
C 1.892 -2.556 4.377
C -2.743 2.123 -0.799
C -0.249 2.944 -0.961
C 1.145 2.041 -2.863
C 0.758 1.874 -1.397
C -0.402 3.034 0.568
C 1.148 -1.286 1.967
C -1.548 2.473 -1.708
C 2.382 -1.990 2.091
C -0.314 -2.977 -2.007
C -1.042 -0.763 3.096
C 2.742 -2.598 3.255
C 0.688 -1.930 4.297
C -0.127 1.532 -3.588
H -0.571 2.268 -4.257
H 1.567 1.686 -0.696
H 0.083 0.625 -4.153
H -1.896 3.221 -2.417
H -1.588 -0.815 4.044
H 0.022 -1.918 5.151
H 1.379 3.081 -3.087
H 2.012 1.430 -3.109
H 3.680 -3.132 3.327
H 3.014 -2.033 1.215
H -1.809 0.457 -2.599
H 0.063 3.931 -1.297

## ii
The following is a quantum chemistry calculation of C17H12Cl4IrO9 as an isolated structure, from the OMol25 dataset.

**E_HOMO**: -5.2 eV
**Total charge**: -1
**E_LUMO**: 2.6 eV

CARTESIAN COORDINATES (ANGSTROEM)
Ir -0.403 -0.253 0.185
Cl -4.062 -2.840 -1.354
Cl -2.191 -3.073 -3.544
Cl -1.821 -4.676 -1.170
Cl 4.934 -5.338 -1.662
O 1.697 0.007 -2.101
O -0.868 -1.193 -1.808
O -3.480 2.225 0.815
O -0.939 1.285 3.948
O -0.596 0.043 2.146
O -2.116 0.770 -0.188
O 0.681 1.554 0.036
O -1.510 -1.955 0.130
O 1.196 -1.443 0.647
C 3.829 -4.143 -1.020
C 1.080 2.146 1.302
C -1.523 -2.005 -1.133
C 2.261 -1.046 -2.272
C -2.370 -3.109 -1.791
C -0.675 1.184 2.766
C -0.142 2.661 -0.419
C 2.030 -2.208 0.026
C 0.863 3.809 -0.392
C -2.372 1.861 0.476
C 1.740 3.437 0.831
C -1.160 2.781 0.719
C 2.520 -2.116 -1.309
C 2.515 -3.312 0.794
C 3.400 -3.104 -1.794
C -0.278 2.422 1.962
C 3.383 -4.247 0.301
H 2.739 -1.244 -3.257
H 3.714 -5.071 0.919
H -0.561 2.409 -1.388
H 1.731 4.193 1.615
H 3.755 -3.016 -2.815
H -0.228 3.250 2.665
H 1.716 1.442 1.831
H 1.450 3.823 -1.309
H 2.137 -3.386 1.805
H -1.552 3.792 0.808
H 2.772 3.254 0.536
H 0.361 4.770 -0.285

Most stable to least stable, the ends of the list are i and ii.

## i
The following is a quantum chemistry calculation of an isolated molecule of C5H6OS, from the OMol25 dataset.

**E_HOMO**: -9.1 eV
**Total charge**: 0
**SMILES string**: C1[C@@H]2O[C@@H]2[C@H]2S[C@@H]12
**E_LUMO**: 0.9 eV

CARTESIAN COORDINATES (ANGSTROEM)
S -1.207 -0.418 -1.924
O 1.352 0.470 0.840
C 0.124 0.683 -1.221
C 0.701 -0.728 0.759
C -1.099 0.354 -0.394
C 1.252 -0.054 -0.426
C -0.791 -0.382 0.842
H -1.526 -1.291 1.261
H 1.293 -1.631 1.251
H 2.093 -0.371 -1.075
H 0.241 1.644 -1.751
H -0.810 0.328 1.756
H -1.623 1.397 0.081

## ii
The following is a quantum chemistry calculation of an isolated molecule of C5H6OS, from the OMol25 dataset.

**E_HOMO**: -9.2 eV
**Total charge**: 0
**E_LUMO**: 0.0 eV

CARTESIAN COORDINATES (ANGSTROEM)
S -1.124 1.937 -0.972
O -2.482 1.679 -1.414
C 0.617 0.939 0.684
C 1.417 -0.276 0.402
C 0.810 -1.250 -0.181
C -0.792 0.890 0.233
C -0.209 -2.004 -0.521
H -0.700 -1.907 -1.533
H 0.554 1.217 1.794
H 2.501 -0.219 0.587
H 1.138 1.854 0.209
H -0.246 -2.873 0.173
H -1.482 0.013 0.538

Most stable to least stable, the ends of the list are i and ii.

## i
The following is a quantum chemistry calculation of an isolated molecule of C5H6OS, from the OMol25 dataset.

**E_HOMO**: -8.0 eV
**Total charge**: 0
**SMILES string**: C1=CS[C@H]2C[C@@H]2O1
**E_LUMO**: 0.9 eV

CARTESIAN COORDINATES (ANGSTROEM)
S -1.063 -1.558 -0.221
O 0.212 1.392 -0.180
C 0.748 0.106 -0.593
C -1.194 1.286 0.020
C 0.383 -0.948 0.453
C -1.930 0.066 -0.085
C 1.866 -0.600 -0.007
H 2.450 -1.314 -0.600
H -1.470 2.316 0.182
H -2.945 0.027 0.344
H 2.499 -0.042 0.791
H 0.348 -0.165 -1.584
H 0.098 -0.565 1.480

## ii
The following is a quantum chemistry calculation of an isolated molecule of C5H6OS, from the OMol25 dataset.

**E_HOMO**: -7.7 eV
**Total charge**: 0
**SMILES string**: CC1=CC=COS1
**E_LUMO**: 0.7 eV

CARTESIAN COORDINATES (ANGSTROEM)
S -1.668 -1.371 -0.301
O -2.747 -0.249 0.255
C -2.464 1.047 0.065
C -1.251 1.507 -0.099
C 1.079 -1.535 0.121
C -0.043 -0.683 0.064
C -0.051 0.662 0.086
H -1.143 2.502 -0.349
H 2.085 -1.187 0.603
H 1.377 -1.978 -0.839
H -3.348 1.653 0.102
H 0.854 1.267 0.294
H 0.931 -2.459 0.719

Most stable to least stable, the ends of the list are ii and i.

## i
The following is a quantum chemistry calculation of a 2-piece molecular cluster, C3H11NOS2 overall, from the OMol25 dataset.

**E_HOMO**: -8.4 eV
**Total charge**: 0
**SMILES string**: CSSCCN.O
**E_LUMO**: 0.7 eV

CARTESIAN COORDINATES (ANGSTROEM)
S -1.493 -0.037 -0.302
S -0.304 -0.854 1.123
O -0.529 2.685 2.346
N 2.152 0.713 -1.149
C 1.028 -0.055 -1.683
C -0.319 0.636 -1.553
C -0.824 -2.563 1.467
H -0.882 0.543 -2.474
H -0.850 -2.534 2.547
H 2.030 1.701 -1.311
H -0.345 1.704 -1.388
H -0.255 -3.344 0.964
H 2.264 0.587 -0.156
H 1.047 -1.085 -1.363
H -1.376 3.092 2.169
H -0.760 1.752 2.430
H -1.823 -2.801 1.088
H 1.239 -0.141 -2.756

## ii
The following is a quantum chemistry calculation of a 2-piece molecular cluster, C3H11NOS2 overall, from the OMol25 dataset.

**E_HOMO**: -8.5 eV
**Total charge**: 0
**SMILES string**: CNCCSS.O
**E_LUMO**: 0.2 eV

CARTESIAN COORDINATES (ANGSTROEM)
S -0.036 -1.289 1.597
S 2.053 -0.953 1.912
O 0.253 -2.183 -1.676
N 0.542 0.611 -0.525
C -0.411 0.691 -1.617
C -1.016 0.335 1.238
C -0.015 1.347 0.682
H -1.363 0.610 2.217
H 0.886 1.694 1.352
H -1.723 0.276 0.469
H -0.393 -2.845 -1.792
H 1.322 1.072 -0.883
H -0.138 0.072 -2.453
H -0.605 1.636 -1.976
H -1.489 0.320 -1.346
H -0.702 2.243 0.378
H 0.450 -2.257 -0.724
H 2.386 -1.382 3.146

Most stable to least stable, the ends of the list are i and ii.

## i
The following is a quantum chemistry calculation of a 2-piece molecular cluster, C3H11NOS2 overall, from the OMol25 dataset.

**E_HOMO**: -8.1 eV
**Total charge**: 0
**SMILES string**: C[C@@H](N)CSS.O
**E_LUMO**: 0.3 eV

CARTESIAN COORDINATES (ANGSTROEM)
S -0.284 2.764 0.627
S -1.618 1.247 1.171
O 2.830 1.169 1.343
N 0.353 -1.016 0.829
C -0.765 -1.177 -0.058
C -0.364 -1.645 -1.478
C -1.429 0.219 -0.289
H -2.421 0.034 -0.705
H 1.013 -0.279 0.612
H 0.892 -1.867 0.923
H 2.205 1.835 1.018
H -1.207 -1.621 -2.169
H 3.476 1.233 0.627
H -0.550 3.586 1.647
H 0.154 -2.597 -1.432
H -0.946 0.731 -1.117
H -1.590 -1.784 0.316
H 0.251 -0.829 -1.865

## ii
The following is a quantum chemistry calculation of a 2-piece molecular cluster, C3H11NOS2 overall, from the OMol25 dataset.

**E_HOMO**: -8.0 eV
**Total charge**: 0
**SMILES string**: CSSCCN.O
**E_LUMO**: 0.0 eV

CARTESIAN COORDINATES (ANGSTROEM)
S -2.150 0.055 -0.119
S -1.662 1.341 1.400
O 2.555 0.454 2.406
N 0.275 -2.201 -0.280
C 0.151 -1.288 -1.482
C -0.124 2.357 0.878
C -1.268 -0.666 -1.570
H 1.552 0.368 2.186
H -0.046 3.087 1.723
H 0.298 -1.964 -2.346
H -2.046 -1.504 -1.937
H 2.888 0.007 1.609
H -0.364 2.911 -0.062
H -0.578 -2.776 -0.119
H 0.669 1.668 0.562
H 0.715 -0.424 -1.289
H 0.361 -1.611 0.643
H -1.227 0.187 -2.204

Most stable to least stable, the ends of the list are i and ii.

## i
The following is a quantum chemistry calculation of an isolated molecule of C15H22N2O4, from the OMol25 dataset.

**E_HOMO**: -8.9 eV
**Total charge**: 0
**SMILES string**: CC[C@H](C)[C@H](N)C(=O)N[C@@H](Cc1ccc(O)cc1)C(=O)O
**E_LUMO**: 0.2 eV

CARTESIAN COORDINATES (ANGSTROEM)
O -2.871 0.666 1.271
O 1.091 -1.823 0.626
O 1.687 -1.529 -1.536
O 3.213 0.918 -6.327
N -1.507 -0.477 0.062
N -0.775 1.917 2.885
C -1.616 -0.345 4.253
C -3.085 -0.940 4.221
C 0.098 0.518 -1.755
C 0.869 -1.311 -0.451
C -0.362 -0.619 -1.011
C 0.317 0.014 -4.201
C -1.697 0.405 1.106
C 0.960 -0.475 3.883
C 2.422 0.693 -5.276
C -0.525 -0.469 2.984
C -0.561 0.702 2.002
C 2.248 0.965 -2.886
C 0.908 0.341 -2.976
C 2.986 1.314 -4.018
C 1.208 0.073 -5.291
H -0.695 -0.417 -4.511
H -0.621 -1.343 2.215
H 1.337 -1.321 -2.574
H -1.459 0.660 4.593
H -1.178 -0.926 5.168
H -1.025 2.990 2.472
H 0.912 -1.783 4.146
H 0.516 1.017 -0.977
H -3.553 -0.914 5.316
H -2.886 -2.013 3.963
H -0.910 0.767 -2.353
H -0.884 -1.232 -1.761
H -1.862 1.780 3.390
H 0.451 0.844 1.408
H 1.790 -0.451 3.095
H -3.974 -0.713 3.428
H 1.140 0.255 4.713
H 2.739 1.136 -2.009
H 0.816 0.034 -6.263
H 2.868 0.050 -6.920
H 3.998 1.925 -3.968
H -2.531 -0.883 -0.134

## ii
The following is a quantum chemistry calculation of an isolated molecule of C15H22N2O4, from the OMol25 dataset.

**E_HOMO**: -9.0 eV
**Total charge**: 0
**SMILES string**: O=C([C@H](CO)NC(=O)[C@H]1C[C@@]2(C1)C[C@]21CC1)N1CCCO1
**E_LUMO**: 0.7 eV

CARTESIAN COORDINATES (ANGSTROEM)
O -0.029 -1.998 -2.958
O -3.174 0.264 -2.682
O -2.003 -3.785 -3.060
O -0.632 1.180 0.596
N 0.108 -0.100 -1.106
N -2.126 -2.591 -2.334
C -3.352 -4.224 -3.180
C -3.271 -2.648 -1.418
C 1.739 0.963 0.343
C -1.825 0.608 -2.398
C 4.250 2.047 2.352
C 2.821 2.280 4.703
C 2.150 0.446 1.752
C -3.930 -3.978 -1.795
C -1.051 -1.785 -2.327
C 2.797 1.804 2.010
C 0.302 0.702 -0.030
C -1.215 -0.491 -1.528
C 2.072 2.403 0.807
C 2.743 3.644 4.032
C 3.154 2.446 3.274
H -5.016 -3.919 -1.782
H -3.921 -1.796 -1.607
H -3.611 -4.770 -1.119
H -3.575 0.978 -3.184
H -3.315 -5.270 -3.475
H 3.493 4.380 4.287
H -1.846 -0.618 -0.648
H -3.870 -3.636 -3.944
H 2.661 3.010 0.120
H -2.948 -2.629 -0.377
H 4.768 2.824 1.802
H 1.272 0.283 2.378
H -1.764 1.541 -1.832
H 1.755 4.042 3.838
H -1.235 0.700 -3.316
H 2.797 -0.431 1.782
H 1.162 2.932 1.092
H 3.622 2.098 5.407
H 0.874 -0.510 -1.620
H 4.866 1.197 2.623
H 1.883 1.800 4.952
H 2.420 0.610 -0.432

Most stable to least stable, the ends of the list are ii and i.